[1]
Formula: H12O6
Source: OMol25
Level of theory: ωB97M-V with the def2-TZVPD basis set

The value obtained for the total energy is -12479.0641 eV. The HOMO energy comes out at -10.541 eV. The value obtained for the HOMO-LUMO gap is 10.30 eV. Its net charge is 0. As for the molar mass: 108.090 g/mol. Its SMILES is O.O.O.O.O.O.

Last column: natural (NBO) charge in e.
Atoms and positions in Å:
1 O 1.080983 -2.319535 0.359154  -0.925
2 H 0.178383 -2.124735 0.106954  0.466
3 H 1.106123 -2.160645 1.302744  0.457
4 O 1.897693 1.371365 -0.150116  -0.957
5 H 1.143293 0.803535 -0.307266  0.480
6 H 2.656943 0.817305 -0.331136  0.465
7 O -3.485447 1.397285 1.705624  -0.924
8 H -2.650887 0.932545 1.766964  0.456
9 H -3.466807 2.020865 2.431594  0.469
10 O -0.422117 2.634555 1.341694  -0.913
11 H -0.552827 1.838665 1.857164  0.449
12 H -1.167687 3.191195 1.566454  0.465
13 O 2.014273 -2.570715 -2.567116  -0.924
14 H 1.243723 -2.069955 -2.834926  0.461
15 H 2.316643 -2.993905 -3.370676  0.462
16 O -0.253747 -0.356615 -0.942116  -0.941
17 H -0.854517 -0.210515 -0.211386  0.471
18 H -0.784017 -0.200695 -1.723616  0.484

Force components x, y, z for each atom (eV/Å):
O 0.24 -0.27 0.28
H -0.05 0.04 -0.31
H 0.11 -0.04 0.29
O 0.31 0.43 0.25
H -0.21 -0.23 -0.28
H 0.16 -0.20 -0.06
O -0.13 -0.05 -0.18
H 0.12 -0.13 0.01
H -0.10 0.17 0.23
O 0.05 -0.04 -0.16
H 0.22 -0.12 0.23
H -0.24 0.21 -0.02
O 0.12 -0.05 0.10
H -0.17 0.16 0.05
H 0.11 -0.12 -0.22
O -0.09 -0.17 -0.08
H -0.27 0.20 0.16
H -0.17 0.21 -0.28

---

[2]
Formula: C48H102F9O38P5S3
Source: OMol25
Level of theory: ωB97M-V with the def2-TZVPD basis set

The value obtained for the total energy is -232648.4781 eV. The HOMO energy comes out at -10.394 eV. The value obtained for the HOMO-LUMO gap is 10.74 eV. Its net charge is 0. As for the molar mass: 1709.359 g/mol. Its SMILES is CCOC(=O)C(F)(F)F.CCOC(=O)C(F)(F)F.CCOC(=O)C(F)(F)F.CCOP(=O)(OCC)OCC.CCOP(=O)(OCC)OCC.CCOP(=O)(OCC)OCC.CCOP(=O)(OCC)OCC.CCOP(=O)(OCC)OCC.O=S1(=O)OCCO1.O=S1(=O)OCCO1.O=S1(=O)OCCO1.

Last column: Mulliken charge in e.
Atoms and positions in Å:
1 C 1.700222 4.857110 -2.071061  -0.482
2 C 2.618241 5.803692 -2.931544  -0.451
3 O 2.563782 7.093799 -2.308430  -0.292
4 C 1.517422 7.925280 -2.410127  0.413
5 O 0.526960 7.797451 -3.123027  -0.535
6 C 1.503834 9.251128 -1.635131  0.764
7 F 2.666578 9.503530 -1.034544  -0.250
8 F 1.140024 10.340129 -2.362553  -0.228
9 F 0.704307 9.220082 -0.538820  -0.258
10 H 1.282254 4.205409 -2.838314  0.010
11 H 0.798822 5.341990 -1.696253  0.328
12 H 2.274885 4.357603 -1.291091  0.386
13 H 2.342710 5.732905 -3.983763  0.378
14 H 3.646059 5.453198 -2.837413  0.226
15 C -3.672530 3.523613 -4.347927  -1.670
16 C -3.276669 2.081510 -4.187229  0.590
17 O -2.991098 1.513789 -5.428676  -0.351
18 C -3.213185 0.186826 -5.648965  0.501
19 O -3.808710 -0.561969 -4.816821  -0.592
20 C -2.517293 -0.375958 -6.911107  0.856
21 F -1.921986 -1.507045 -6.545844  -0.212
22 F -3.486066 -0.645738 -7.788897  -0.274
23 F -1.590426 0.431933 -7.288496  -0.197
24 H -4.391487 3.700190 -5.147947  0.401
25 H -2.781332 4.063107 -4.668584  0.376
26 H -4.006222 3.956598 -3.404924  0.383
27 H -4.174986 1.630684 -3.765446  0.260
28 H -2.503552 1.895923 -3.441610  -0.041
29 C -5.124608 -3.702278 -2.660767  -1.424
30 C -3.794575 -3.052050 -2.223048  0.118
31 O -3.685855 -2.991361 -0.806944  0.319
32 C -3.111346 -4.095447 -0.136380  -0.491
33 O -2.658045 -5.114945 -0.665050  -0.555
34 C -3.069351 -3.866678 1.382036  1.431
35 F -3.217687 -2.560794 1.776558  -0.322
36 F -3.992473 -4.683198 1.990360  -0.320
37 F -1.865454 -4.287956 1.799370  -0.218
38 H -5.131529 -3.676994 -3.750450  0.419
39 H -5.977010 -3.122221 -2.307142  0.242
40 H -5.309958 -4.731160 -2.352287  0.358
41 H -3.710542 -2.013638 -2.543568  0.273
42 H -2.944017 -3.532210 -2.706889  0.007
43 C 1.234733 4.181178 10.212265  -1.157
44 C 0.237451 3.920891 9.004855  -0.385
45 O 0.834424 2.964390 8.200913  -0.148
46 P 0.410290 1.407168 8.197564  0.370
47 O 0.754769 0.643867 9.382267  -0.836
48 O -1.153375 1.491237 7.804703  -0.340
49 C -1.489208 1.933367 6.599180  0.605
50 C -2.953198 1.849445 6.442100  -1.206
51 O 1.139565 0.808179 6.871466  0.542
52 C 2.488442 0.858125 6.620465  -0.169
53 C 3.206425 -0.254132 7.421574  -1.142
54 H 0.833355 4.799459 11.015211  0.379
55 H 1.219334 3.217633 10.721626  0.297
56 H 2.284305 4.365492 9.983096  0.296
57 H -0.777391 3.649013 9.295159  0.355
58 H 0.054782 4.812520 8.405072  0.325
59 H -1.233864 2.989754 6.515874  0.220
60 H -0.980508 1.433949 5.774614  -0.084
61 H -3.231197 0.807671 6.601801  0.078
62 H -3.345486 2.513421 7.212396  0.404
63 H -3.262913 2.300450 5.499356  0.386
64 H 2.637845 0.802705 5.542179  0.140
65 H 2.972405 1.775642 6.955202  0.316
66 H 3.025111 0.005262 8.464615  0.362
67 H 2.784837 -1.249446 7.281154  0.095
68 H 4.267955 -0.323238 7.183916  0.422
69 C 4.290256 3.294191 -9.977073  -1.454
70 C 4.991053 1.996181 -9.737932  -0.041
71 O 4.439615 1.623455 -8.446754  -0.091
72 P 4.687411 0.121015 -7.797619  0.476
73 O 3.733573 -0.851376 -8.378187  -0.851
74 O 6.278221 -0.097617 -7.945374  -0.261
75 C 6.708401 -0.942731 -8.986885  -0.254
76 C 8.051013 -1.491095 -8.494139  -1.240
77 O 4.404369 0.250522 -6.225996  0.000
78 C 5.152766 1.157745 -5.464389  0.033
79 C 4.343093 2.499985 -5.492194  -0.766
80 H 4.589426 3.769511 -10.911238  0.427
81 H 3.216479 3.123398 -10.054049  0.325
82 H 4.422965 4.080193 -9.233638  0.315
83 H 4.752500 1.298075 -10.540329  0.353
84 H 6.060655 2.203659 -9.706225  0.250
85 H 6.081314 -1.720675 -9.422401  0.429
86 H 6.977381 -0.306278 -9.829903  0.250
87 H 8.739534 -1.710952 -9.310037  0.380
88 H 8.502966 -0.807883 -7.775067  0.310
89 H 7.908781 -2.449801 -7.995380  0.319
90 H 5.319764 0.870112 -4.426376  0.090
91 H 6.129928 1.234870 -5.941152  0.276
92 H 4.784665 3.246663 -4.832218  0.368
93 H 4.198440 3.026515 -6.435563  0.274
94 H 3.331780 2.297579 -5.139516  0.072
95 C -4.666934 -0.048209 0.614941  -1.752
96 C -3.124292 0.109245 0.827155  0.431
97 O -2.490251 -0.124357 -0.472219  0.728
98 P -1.226255 0.816351 -0.944675  -0.200
99 O -1.364814 2.291123 -0.807934  -0.908
100 O -0.885661 0.309864 -2.497163  0.779
101 C 0.317619 0.753157 -3.122262  1.567
102 C 0.430827 -0.033194 -4.432120  -0.739
103 O -0.097797 0.194125 -0.046110  0.286
104 C 0.372502 0.815196 1.181695  0.257
105 C 1.088741 -0.304612 1.931445  -0.286
106 H -5.299157 0.544316 1.276230  0.337
107 H -4.915534 0.454263 -0.319840  0.567
108 H -4.899139 -1.109124 0.707985  0.201
109 H -3.067050 1.122947 1.223684  0.367
110 H -2.646711 -0.443855 1.635927  -0.250
111 H 0.266768 1.832243 -3.267496  0.034
112 H 1.133271 0.512090 -2.440579  -1.294
113 H -0.339650 0.037401 -5.199890  -0.269
114 H 1.271977 0.373363 -4.993598  0.198
115 H 0.651444 -1.098502 -4.364635  0.197
116 H 1.072526 1.635308 1.022089  0.058
117 H -0.517112 1.106176 1.740295  -0.157
118 H 1.932291 -0.670597 1.346134  0.108
119 H 1.527961 0.087354 2.848801  0.045
120 H 0.528068 -1.206650 2.176533  -0.454
121 C 0.313398 -3.385999 6.326069  -0.772
122 C -0.257874 -2.003440 6.492632  -0.041
123 O -1.653715 -2.109417 6.288886  -0.181
124 P -2.280853 -2.096516 4.798138  -1.300
125 O -1.478880 -1.387918 3.804421  1.515
126 O -3.836024 -1.580905 5.078021  -0.344
127 C -4.604255 -0.832621 4.119425  0.666
128 C -5.696169 -0.025019 4.761222  -1.333
129 O -2.434522 -3.695371 4.419952  0.020
130 C -3.427239 -4.525147 5.061246  -0.429
131 C -2.797639 -5.239976 6.214139  -1.053
132 H 0.228941 -3.731632 5.295773  -0.238
133 H 1.370834 -3.459790 6.580020  0.484
134 H -0.221757 -3.984626 7.063189  0.246
135 H -0.044211 -1.703751 7.518604  0.226
136 H 0.213513 -1.161675 5.985369  0.093
137 H -3.874442 -0.080562 3.819621  -0.171
138 H -4.755502 -1.321023 3.156790  0.229
139 H -6.605395 -0.541451 5.068938  0.357
140 H -5.232113 0.521704 5.582102  0.235
141 H -5.990012 0.732148 4.034266  0.357
142 H -4.386061 -4.078812 5.324957  0.364
143 H -3.833661 -5.285590 4.394427  0.367
144 H -3.496278 -5.994808 6.575001  0.470
145 H -1.929106 -5.686998 5.730491  0.236
146 H -2.467859 -4.605907 7.037127  0.082
147 C 0.204752 -3.388762 -2.284800  -0.044
148 C 0.580936 -3.391096 -0.831712  0.034
149 O 1.930246 -3.741717 -0.658918  0.515
150 P 2.544379 -5.221741 -0.195244  0.587
151 O 1.980589 -6.344069 -0.992312  -0.820
152 O 4.160874 -4.988711 -0.385105  -0.163
153 C 5.059747 -6.095783 -0.345215  -0.208
154 C 6.219744 -5.978380 -1.129648  -1.404
155 O 2.363946 -5.378913 1.422774  -0.367
156 C 2.815397 -4.291264 2.215518  -0.258
157 C 1.545738 -3.730804 2.890675  -0.407
158 H 0.637152 -2.512012 -2.766926  -0.136
159 H 0.558511 -4.279257 -2.804383  0.529
160 H -0.879656 -3.398630 -2.394633  -0.762
161 H 0.433019 -2.417618 -0.364213  -0.469
162 H -0.043643 -4.118336 -0.312954  0.826
163 H 5.239163 -6.363775 0.695982  0.280
164 H 4.458429 -6.900480 -0.768267  0.350
165 H 6.826699 -5.112993 -0.863537  0.324
166 H 6.771177 -6.918032 -1.096827  0.388
167 H 5.974622 -5.871363 -2.186318  0.322
168 H 3.607191 -4.614232 2.891432  0.473
169 H 3.358574 -3.501731 1.696195  0.001
170 H 1.819747 -2.850403 3.471967  0.222
171 H 0.785031 -3.376390 2.195101  -0.117
172 H 1.121688 -4.480968 3.558168  0.362
173 O 5.688606 1.777322 -2.149300  -0.610
174 S 4.642893 1.516160 -1.185273  0.919
175 O 4.191671 2.662748 -0.374002  -0.475
176 O 3.281962 0.806905 -1.953464  0.197
177 C 3.356644 -0.587419 -2.026940  0.458
178 C 4.582676 -1.018520 -1.170949  -0.164
179 O 4.865989 0.083650 -0.375431  -0.415
180 H 2.543523 -0.986637 -1.420675  -0.463
181 H 3.322195 -0.893923 -3.072385  0.272
182 H 5.509763 -1.159965 -1.726461  0.304
183 H 4.434331 -1.922779 -0.580688  -0.041
184 O 2.141695 2.388352 3.446250  -0.447
185 S 1.261881 3.540813 3.430703  1.032
186 O 1.334226 4.628417 4.431688  -0.594
187 O 1.395089 4.217581 1.885702  -0.346
188 C 0.178481 4.649912 1.385138  0.127
189 C -0.943342 4.023596 2.215530  -0.120
190 O -0.343146 3.105842 3.101501  -0.040
191 H 0.201188 5.709922 1.638034  0.398
192 H 0.097920 4.545543 0.303146  -0.257
193 H -1.634882 3.427090 1.620500  -0.123
194 H -1.502915 4.725860 2.833435  0.396
195 O -8.078174 -0.103117 0.783182  -0.471
196 S -8.571322 0.044746 -0.572946  1.101
197 O -8.066776 1.155850 -1.400242  -0.549
198 O -8.505481 -1.390969 -1.316199  -0.225
199 C -9.715980 -1.973644 -1.721296  -0.263
200 C -10.685720 -0.762613 -1.590358  -0.486
201 O -10.195369 0.004843 -0.522086  -0.327
202 H -9.656372 -2.348248 -2.743177  0.287
203 H -9.970977 -2.812481 -1.073664  0.296
204 H -11.728880 -1.042835 -1.444111  0.335
205 H -10.795560 -0.199961 -2.517423  0.312

Force components x, y, z for each atom (eV/Å):
C 0.33 0.33 -1.71
C -1.32 -1.33 1.52
O -0.05 2.26 0.32
C -2.06 -0.76 -2.59
O 1.74 -0.56 1.07
C 0.84 1.34 2.41
F 1.32 0.23 -0.94
F 0.40 -1.60 0.24
F -1.16 -0.68 -1.00
H 0.15 -0.85 0.46
H 0.33 0.39 0.17
H -0.29 -0.10 -0.10
H -0.22 0.83 0.09
H 0.00 0.42 0.05
C 1.39 0.73 -0.60
C -2.37 0.02 1.87
O 0.68 -2.07 -2.17
C -1.88 -0.97 5.02
O 2.18 2.70 -3.59
C -1.72 -0.59 2.61
F 0.00 -0.69 -0.31
F 0.67 0.21 -0.80
F 0.86 1.19 -1.79
H -0.29 -0.34 0.23
H 0.05 0.40 0.09
H -0.07 -0.16 -0.08
H 0.05 -0.66 -0.05
H 0.35 0.17 -0.41
C 0.29 0.61 -0.16
C -0.58 -0.33 -0.86
O 1.45 -2.48 2.39
C -0.18 -0.16 -3.58
O -1.42 3.06 1.67
C 0.48 -0.31 1.06
F -0.29 -2.16 -0.61
F 0.55 1.36 -0.64
F -0.42 0.38 -0.16
H -0.12 -0.02 -0.06
H 0.06 0.19 0.02
H 0.55 -0.03 0.17
H -0.42 0.04 0.04
H 0.01 -0.43 0.42
C -1.73 -1.45 0.18
C 0.71 1.97 1.58
O 0.48 -2.16 -1.54
P 0.56 0.72 -1.32
O -0.48 -0.06 0.64
O 2.60 -2.42 3.87
C -0.34 2.23 -3.97
C -0.57 0.33 0.35
O -3.18 1.31 1.08
C 2.80 -0.80 0.24
C -0.45 0.22 -0.22
H 0.07 0.69 -0.47
H 0.33 -0.33 -0.01
H -0.37 0.42 -0.45
H 0.14 -0.42 0.60
H 0.46 0.13 -0.19
H 0.36 0.34 -0.20
H 0.18 -0.32 0.05
H -0.55 0.14 -0.22
H -0.54 -0.35 0.20
H -0.07 -0.49 -0.20
H -0.10 -0.17 0.01
H -0.38 0.43 -0.09
H 0.42 -0.20 0.12
H -0.21 0.04 -0.27
H 0.01 0.26 0.12
C -0.80 1.06 -1.06
C -0.42 0.97 0.74
O 1.11 -1.95 0.93
P -2.03 0.59 -0.83
O 1.51 0.43 0.31
O -2.43 -0.07 0.64
C 2.99 0.03 -1.32
C -0.24 -1.00 0.04
O -0.01 -1.06 -1.26
C -0.05 2.75 -0.50
C 0.41 0.03 0.69
H 0.14 -0.20 -0.24
H -0.04 -0.05 0.03
H 0.31 -0.42 0.39
H -0.01 -0.32 0.28
H 0.17 -0.54 0.34
H -0.69 0.15 0.91
H -0.31 0.29 -0.19
H -0.01 0.27 -0.08
H 0.04 0.07 -0.25
H -0.05 0.02 0.26
H -0.40 -0.50 -0.19
H 0.21 0.39 0.27
H 0.10 -0.13 0.29
H 0.45 -0.64 -0.33
H -0.01 -0.15 0.25
C 1.13 -0.19 0.31
C -1.42 1.23 0.09
O 0.99 1.38 -0.72
P -0.79 -0.40 -0.58
O -0.12 -1.07 -0.12
O -1.86 0.08 3.11
C -0.26 -0.89 -0.48
C 1.03 0.41 -0.78
O 1.09 0.22 -0.53
C -0.29 -1.64 0.67
C 0.67 0.00 0.07
H 0.40 -0.23 0.76
H 0.13 -0.75 -0.47
H -0.54 0.22 -0.60
H 0.77 0.61 -0.80
H -0.14 -0.68 -0.52
H 0.08 0.03 -0.16
H 0.07 0.21 -0.30
H -0.59 0.38 0.73
H 0.43 0.11 0.11
H -0.12 0.05 0.61
H -0.31 0.09 -0.39
H 0.24 0.34 0.02
H 0.21 0.16 -0.29
H -0.16 0.04 0.07
H -0.61 0.51 -0.06
C 0.61 0.09 -0.10
C 1.38 0.16 0.75
O -1.84 0.77 -1.05
P -1.58 -1.38 1.08
O -0.14 0.22 -0.15
O 1.79 -1.58 0.34
C 2.04 1.42 -0.68
C -0.19 -0.01 -0.09
O -0.94 1.81 0.28
C -0.89 -0.35 0.38
C 0.30 -0.21 -0.20
H -0.36 -0.25 0.24
H 0.11 0.29 0.08
H 0.00 -0.44 -0.44
H -0.77 -0.06 0.38
H -0.28 -0.40 -0.94
H 0.02 0.47 -0.34
H -0.75 -0.76 0.52
H 0.23 -0.20 0.12
H -0.32 -0.16 0.20
H -0.12 -0.01 -0.12
H 0.41 1.21 0.19
H 0.89 0.01 -0.74
H 0.20 -0.14 0.11
H 0.21 -0.48 0.62
H -0.16 0.08 -0.13
C 0.08 0.11 -0.43
C -1.23 -0.85 0.31
O 3.37 -1.71 1.23
P -0.45 0.16 -1.08
O 0.70 1.19 1.36
O -1.76 1.76 0.06
C -3.94 -2.06 1.72
C 2.63 1.00 -2.36
O 0.51 -0.07 -2.51
C -0.80 1.12 0.87
C 1.10 0.19 0.39
H -0.18 -0.01 -0.17
H 0.15 -0.08 0.20
H 0.04 0.33 0.03
H 0.02 0.08 -0.01
H -0.13 -0.02 0.18
H 0.19 0.20 0.16
H 0.10 -0.54 0.19
H 0.36 -0.19 0.11
H 0.28 0.17 0.36
H -0.14 0.18 -0.10
H -0.47 -0.55 0.46
H -0.41 0.02 -0.81
H 0.00 0.01 0.28
H 0.15 -0.37 -0.27
H -0.06 0.03 -0.15
O -1.01 -0.82 1.12
S -2.18 -0.07 -0.27
O 0.94 -3.43 -1.42
O 1.67 2.72 0.52
C 0.22 -1.10 1.27
C 1.01 -0.41 -2.04
O 0.38 3.29 1.65
H -0.62 0.01 -0.58
H 0.22 -0.27 0.20
H -0.20 -0.43 -0.63
H -0.36 0.35 0.22
O -1.67 1.77 0.47
S -0.71 1.89 -1.56
O -0.30 -2.95 -2.23
O 1.74 -2.10 2.03
C -0.85 2.20 0.53
C -0.71 -0.35 -0.10
O 2.71 -0.60 1.78
H -0.53 0.37 -0.53
H 0.12 -0.58 0.23
H 0.06 0.10 -0.17
H 0.07 0.33 -0.32
O -0.69 0.27 -2.09
S 0.33 0.81 0.32
O -1.28 -2.88 1.56
O 2.14 0.64 0.11
C -1.38 0.96 -0.01
C -1.04 -1.13 -1.22
O 0.71 0.77 0.34
H 0.22 0.25 0.00
H 0.04 0.17 0.24
H 0.17 -0.22 0.86
H 0.85 0.34 -0.10